No. 1
{"formula": "C3H9N3", "method": "the ωB97M-V functional and the def2-TZVPD basis", "spin_multiplicity": 3, "s_squared": 2.007, "orbital_gap_ev": [6.750, 8.075], "e_homo_ev": [-5.66, -8.86], "largest_force_ha_per_bohr": 0.1024, "symbols": ["C", "C", "C", "N", "N", "N", "H", "H", "H", "H", "H", "H", "H", "H", "H"], "xyz": [[-2.1086, -0.9594, -0.1313], [0.0939, 0.7239, -0.6142], [2.2347, 0.1425, 0.5812], [-1.9780, 0.2389, 0.4053], [-1.0380, 1.1726, 0.3209], [1.2508, -0.2361, -0.4443], [-1.3624, -1.3089, -0.8129], [-2.9514, -1.6163, -0.0278], [1.1032, -1.2865, -0.2859], [-2.7084, 0.5629, 1.0306], [0.3931, 1.7210, -0.9994], [-0.4573, 0.0778, -1.4424], [1.8012, 0.5381, 1.5387], [2.9943, -0.7886, 0.7425], [2.7328, 1.0181, 0.1391]], "forces_ev_per_a": [[0.6, -4.2, -2.3], [-1.8, -2.1, -2.2], [1.1, -0.5, 0.0], [-2.8, 2.9, 3.3], [3.6, -0.4, -1.1], [-0.3, -0.7, 1.9], [0.1, -0.1, -0.1], [-0.4, 0.4, 0.5], [-1.0, 2.4, -0.6], [0.1, -0.3, -0.3], [0.6, -1.0, 0.1], [1.0, 2.2, 1.1], [0.3, -0.9, -0.5], [-1.8, 2.5, -0.2], [0.6, -0.4, 0.4]]}



No. 2
{"formula": "C3H9N3O", "method": "the ωB97M-V functional and the def2-TZVPD basis", "spin_multiplicity": 1, "orbital_gap_ev": 4.632, "e_homo_ev": -7.80, "largest_force_ha_per_bohr": 0.0648, "symbols": ["O", "C", "N", "C", "N", "C", "N", "H", "H", "H", "H", "H", "H", "H", "H", "H"], "xyz": [[0.8807, 0.1859, -1.2109], [0.7117, -1.0297, -0.7298], [0.9888, -2.0546, -1.5038], [0.2840, -1.1089, 0.6168], [0.3256, 0.0442, 1.4523], [-0.5656, 1.1180, 0.9990], [0.1744, 2.1563, 0.3875], [1.3133, -1.7955, -2.4766], [-2.2107, -1.1526, -1.0122], [-1.6135, -0.8786, -1.4722], [0.1553, -2.0829, 1.0488], [1.3254, 0.3678, 1.3923], [-1.1627, 1.4142, 1.8599], [-1.3841, 0.6883, 0.4532], [0.0267, 3.0774, 0.8730], [0.7509, 1.0507, -0.6774]], "forces_ev_per_a": [[0.3, 1.1, -0.8], [0.3, 0.3, -3.3], [-0.7, 0.3, 1.0], [0.0, 0.7, 1.2], [-0.4, -1.0, -0.9], [1.6, 0.8, 1.0], [0.1, 0.1, 0.7], [-0.3, 0.2, 1.7], [1.3, 0.6, -1.1], [-1.6, -0.6, 1.0], [0.5, -0.4, 0.4], [-0.5, 0.3, 0.9], [0.3, 0.1, 0.7], [-0.7, -0.9, -1.5], [-0.1, -1.2, -1.1], [-0.1, -0.2, 0.2]]}



No. 3
{"formula": "C3H9N3O", "method": "the ωB97M-V functional and the def2-TZVPD basis", "spin_multiplicity": 1, "orbital_gap_ev": 10.713, "e_homo_ev": -9.66, "largest_force_ha_per_bohr": 0.0685, "smiles": "CC(C)/N=[N+](/N)[O-]", "symbols": ["C", "C", "C", "N", "N", "N", "O", "H", "H", "H", "H", "H", "H", "H", "H", "H"], "xyz": [[-1.2642, -0.8616, -0.3114], [0.2580, -0.5935, -0.1906], [0.9653, -0.4850, -1.5263], [0.4199, 0.6088, 0.6829], [0.4228, 0.4482, 1.8994], [0.5501, 1.5619, 2.6188], [0.3834, -0.5505, 2.6315], [-1.6480, 0.0793, -0.6844], [-1.5607, -1.7007, -0.9896], [-1.7862, -0.9280, 0.6782], [0.6969, -1.4671, 0.3127], [1.7675, 0.2335, -1.6073], [0.4628, -0.4297, -2.4675], [1.4570, -1.4329, -1.7571], [0.7912, 2.3597, 2.0166], [0.9819, 1.4906, 3.5487]], "forces_ev_per_a": [[-0.3, 0.4, 0.3], [-0.9, -0.9, 1.3], [1.3, -0.8, -0.6], [0.0, -0.3, -2.9], [0.9, -1.1, 1.8], [0.2, 3.5, 0.6], [-0.3, -1.5, -0.6], [-0.4, 0.1, -0.6], [0.4, 0.7, 0.6], [0.8, -0.5, -0.7], [0.0, 0.4, 0.2], [0.1, 0.5, 0.5], [-1.5, 0.8, -0.2], [0.3, -0.2, 0.6], [-0.1, -0.6, 0.7], [-0.4, -0.5, -1.0]]}



No. 4
{"formula": "C3H9N3O", "method": "the ωB97M-V functional and the def2-TZVPD basis", "spin_multiplicity": 1, "orbital_gap_ev": [7.815, 8.727], "e_homo_ev": [-7.36, -8.08], "largest_force_ha_per_bohr": 0.0410, "symbols": ["C", "C", "C", "N", "O", "N", "N", "H", "H", "H", "H", "H", "H", "H", "H", "H"], "xyz": [[0.0634, -0.0213, -0.9712], [-0.0276, -0.0400, 1.4117], [2.4052, -0.3091, -0.6600], [0.0097, -0.7058, 0.1284], [-0.2504, 1.2831, -1.1357], [-2.3868, -0.7497, -0.4348], [-2.9333, 0.0243, 0.2758], [-0.5749, 1.6535, -0.3025], [0.0755, -0.5418, -1.9207], [-3.9955, -0.0270, 0.3127], [0.4360, -0.6853, 2.1564], [0.4884, 0.9287, 1.4448], [-1.0782, 0.1360, 1.6866], [2.6629, -0.2934, 0.3891], [2.5192, -1.2557, -1.1679], [2.5864, 0.6035, -1.2128]], "forces_ev_per_a": [[-0.6, -0.9, 1.8], [-0.4, 0.2, -0.2], [0.9, 0.2, -0.2], [0.7, 0.6, -1.1], [0.2, 0.1, 0.0], [-1.8, 0.7, 0.6], [0.2, -0.7, -0.7], [0.2, -0.1, 0.0], [0.2, 0.0, 0.0], [0.4, -0.1, -0.1], [-0.1, 0.0, 0.0], [0.0, 0.0, -0.1], [0.3, 0.0, 0.2], [-0.2, 0.0, 0.0], [-0.1, 0.1, 0.0], [0.0, 0.0, -0.1]]}



No. 5
{"formula": "C3H9N3O", "method": "the ωB97M-V functional and the def2-TZVPD basis", "spin_multiplicity": 1, "orbital_gap_ev": 9.702, "e_homo_ev": -9.02, "largest_force_ha_per_bohr": 0.0734, "smiles": "[H]/N=C(\\N)[C@H](C)NO", "symbols": ["H", "N", "C", "N", "C", "C", "N", "O", "H", "H", "H", "H", "H", "H", "H", "H"], "xyz": [[-1.4256, 2.2864, 0.1658], [-1.0041, 1.6422, 0.7871], [-0.4382, 0.9114, -0.1045], [-0.7417, 0.9400, -1.3945], [0.7250, -0.2114, 0.2802], [0.2898, -1.5692, -0.1589], [1.0769, -0.2327, 1.6260], [1.5000, 0.9668, 2.1925], [-0.2397, 0.3319, -2.0099], [-1.2634, 1.7398, -1.7749], [1.5587, 0.0032, -0.3639], [0.3050, -1.7309, -1.3481], [-0.7675, -1.6717, 0.0594], [0.9710, -2.4056, 0.1855], [0.1732, -0.4437, 2.1447], [1.0099, 1.7661, 1.9308]], "forces_ev_per_a": [[-1.8, 1.6, 0.1], [1.7, -0.8, -0.1], [1.9, -2.2, 2.4], [-0.4, 0.7, -1.9], [-1.6, 2.0, -2.3], [-0.1, -2.0, -2.8], [-2.2, -0.5, 2.5], [1.6, 0.9, 0.3], [0.0, 0.1, -0.4], [0.4, -0.9, 0.1], [0.8, 0.8, 0.0], [0.1, 0.7, 2.4], [-0.1, -0.8, 0.5], [-1.1, 1.1, 0.1], [1.4, 0.0, -0.6], [-0.7, -0.8, -0.4]]}



No. 6
{"formula": "C3H9N3O", "method": "the ωB97M-V functional and the def2-TZVPD basis", "spin_multiplicity": 1, "orbital_gap_ev": 10.100, "e_homo_ev": -9.14, "largest_force_ha_per_bohr": 0.0616, "smiles": "C/C=N/NNCO", "symbols": ["C", "C", "N", "N", "N", "C", "O", "H", "H", "H", "H", "H", "H", "H", "H", "H"], "xyz": [[3.0176, -0.1436, 1.1665], [1.7635, -0.6230, 0.5181], [0.8382, 0.2110, 0.3935], [-0.4204, -0.1087, -0.2900], [-1.5176, 0.6240, 0.1461], [-2.4267, 0.8642, -0.9402], [-2.9655, -0.3047, -1.5298], [3.8723, -0.2831, 0.5057], [2.9080, 0.9133, 1.4023], [3.2063, -0.6989, 2.0851], [1.7176, -1.6685, 0.1885], [-0.5528, -1.1272, -0.3199], [-1.9886, 0.2063, 0.9487], [-3.2829, 1.4184, -0.5512], [-1.8981, 1.4645, -1.6895], [-2.2708, -0.7440, -2.0338]], "forces_ev_per_a": [[0.1, -0.1, 0.1], [0.1, -0.5, -0.2], [-2.9, 1.1, -0.7], [2.5, -0.8, 0.4], [0.1, 0.0, 0.3], [0.1, 0.3, 0.0], [-0.1, -0.3, -0.1], [0.1, 0.0, 0.0], [0.1, 0.0, 0.0], [0.1, 0.0, 0.0], [-0.2, 0.0, -0.1], [-0.1, 0.4, 0.3], [0.1, 0.0, -0.2], [0.1, 0.0, 0.0], [-0.1, -0.1, 0.1], [0.0, 0.1, 0.0]]}



No. 7
{"formula": "C3H9N3O", "method": "the ωB97M-V functional and the def2-TZVPD basis", "spin_multiplicity": 1, "orbital_gap_ev": [8.704, 8.703], "e_homo_ev": [-8.58, -8.58], "largest_force_ha_per_bohr": 0.1058, "symbols": ["C", "C", "N", "C", "N", "O", "N", "H", "H", "H", "H", "H", "H", "H", "H", "H"], "xyz": [[-0.4413, -1.7481, -0.7237], [-0.9780, 1.1749, 1.6757], [-0.4450, -0.3211, -0.5685], [0.6099, 0.2840, 0.0966], [1.9246, -0.0542, -0.1615], [0.1885, 0.6694, -1.8817], [0.3461, 0.8152, 1.2562], [-0.5759, 1.2553, -1.9723], [2.5802, 0.5097, 0.3574], [2.1490, -0.1096, -1.1443], [-0.7702, -1.9563, -1.7476], [0.5336, -2.2336, -0.6053], [-1.1595, -2.1641, -0.0185], [-1.2882, 0.5475, 2.5156], [-0.9355, 2.2097, 2.0317], [-1.7382, 1.1213, 0.8903]], "forces_ev_per_a": [[0.8, -0.4, -1.4], [-0.2, 0.1, -0.1], [0.8, 2.7, -2.4], [-0.4, -0.5, 5.4], [0.1, -0.2, -0.7], [-1.7, -2.0, 0.2], [1.2, 0.2, -1.7], [-0.1, -0.2, 0.0], [-0.1, 0.0, 0.1], [0.0, 0.1, 0.1], [-0.2, -0.1, 0.2], [0.0, 0.2, 0.2], [-0.1, 0.2, 0.0], [0.0, 0.0, 0.0], [-0.1, -0.1, 0.1], [0.0, -0.1, 0.0]]}



No. 8
{"formula": "C3H9N3O", "method": "the ωB97M-V functional and the def2-TZVPD basis", "spin_multiplicity": 1, "orbital_gap_ev": 9.952, "e_homo_ev": -9.11, "largest_force_ha_per_bohr": 0.0484, "smiles": "N[C@@H](O)[C@]1(N)CN1", "symbols": ["N", "C", "O", "C", "N", "C", "N", "H", "H", "H", "H", "H", "H", "H", "H", "H"], "xyz": [[0.7433, -1.4221, 1.2442], [0.5370, -0.0374, 0.9389], [1.8035, 0.4536, 0.3322], [-0.5714, 0.2427, -0.0770], [-1.5051, 1.3195, 0.2234], [-0.9490, -0.7856, -1.1329], [-0.1568, 0.3569, -1.5426], [1.1889, -1.8444, 0.4337], [1.4504, -1.4685, 1.9740], [0.3621, 0.5289, 1.8586], [1.6788, 1.3871, 0.0946], [-1.0051, 2.1465, 0.5414], [-1.9622, 1.5957, -0.6451], [-0.4558, -1.7499, -1.1367], [-1.9810, -0.7977, -1.4652], [0.8225, 0.0747, -1.6416]], "forces_ev_per_a": [[0.2, 0.3, 0.1], [0.9, 0.5, -0.9], [-0.6, 0.2, 0.7], [-0.2, 0.2, -2.5], [0.0, -0.7, 0.5], [-0.2, 0.6, 1.1], [0.7, 0.0, 0.7], [-0.2, -0.1, 0.0], [-0.2, -0.1, 0.0], [-0.2, -0.1, -0.1], [0.1, -0.3, 0.0], [0.1, -0.2, 0.0], [0.1, -0.2, 0.2], [-0.2, -0.1, 0.2], [0.0, 0.0, -0.1], [-0.3, 0.1, 0.0]]}



Relative energy (zero: lowest compared OMol25 entry of this formula, charge and spin) / kcal/mol: 11.6; 174.5; 99.2; 146.1; 77.2; 73.8; 100.8; 50.4